DFT (ωB97M-V/def2-TZVPD) results for a molecular structure, C10H9N2O5Pd in a non-equilibrium geometry.

## Properties
**HOMO-LUMO gap (spin up / spin down)**: 7.770 / 4.305 eV
**2S+1**: 5
**ΔE to the lowest compared entry with this formula, charge and spin**: 210.7 kJ/mol
**Net charge**: +3
**LUMO level (spin up / spin down)**: -11.91 / -16.59 eV

Each line ends with the Mulliken charge.
Cartesian coordinates (Å):
O (-1.24841, -4.28564, -2.67774)  -0.14
C (-1.45683, -4.80132, -1.67860)  0.15
Pd (1.27516, -0.54916, -1.28512)  0.13
O (3.82933, -1.70328, -0.00648)  -0.06
C (2.78563, -1.57785, -0.50670)  0.22
C (2.40016, 1.04841, -1.41891)  0.48
O (3.24625, 1.81026, -1.21386)  -0.01
C (-0.39030, 1.90115, -2.83013)  0.14
O (-1.39672, 2.31944, -3.14097)  -0.08
C (0.95782, -1.34436, -3.02561)  0.48
O (0.90098, -1.98947, -3.97390)  0.01
H (1.77258, -2.14923, -0.82972)  0.32
C (-1.44010, 3.09975, 2.11251)  -1.04
C (-1.02298, 1.78307, 1.57622)  0.73
C (-1.16996, 0.51301, 2.11555)  -0.78
C (-0.58254, -0.38106, 1.20097)  0.84
N (-0.12331, 0.31442, 0.16363)  -0.01
N (-0.37766, 1.62005, 0.40680)  0.03
C (-0.41832, -1.84349, 1.31399)  -1.34
H (-2.49924, 3.06815, 2.37679)  0.39
H (-0.86987, 3.31660, 3.02081)  0.37
H (-1.27758, 3.91340, 1.38711)  0.35
H (-1.60500, 0.24927, 3.07285)  0.49
H (-0.14080, 2.36730, -0.24705)  0.24
H (0.62375, -2.12150, 1.50689)  0.32
H (-1.01404, -2.19964, 2.16538)  0.40
H (-0.75798, -2.37831, 0.41530)  0.37

---

DFT (ωB97M-V/def2-TZVPD) results for a molecular structure, C8H15NO in a non-equilibrium geometry.

## Properties
**HOMO-LUMO gap**: 7.740 eV
**ΔE to the lowest compared entry with this formula, charge and spin**: 644.6 kJ/mol
**Net charge**: 0
**LUMO level**: -0.69 eV

Each line ends with the Mulliken charge.
Cartesian coordinates (Å):
C (1.50920, 0.11328, 0.35698)  1.01
C (1.99165, 1.49316, 0.07574)  -1.48
C (2.19563, -1.01988, -0.32522)  -1.24
C (0.63228, -0.15285, 1.42596)  -0.98
C (-0.27460, 0.46833, -1.62391)  -0.39
N (0.26880, 0.32419, -2.75262)  -0.64
H (0.47158, -0.65844, -2.96418)  0.28
H (-0.55515, 1.47370, -1.30556)  0.40
H (1.27124, 2.24638, 0.39211)  0.41
H (2.21772, 1.64081, -0.97820)  0.40
H (2.91524, 1.65029, 0.64556)  0.39
H (2.41767, -0.78893, -1.36606)  0.38
H (1.58822, -1.92429, -0.27799)  0.30
H (3.14853, -1.20530, 0.18254)  0.41
H (0.32254, 0.69660, 2.02485)  0.36
H (0.93183, -0.99694, 2.04735)  0.35
H (-0.48121, -0.75932, 0.92992)  0.28
C (-2.71466, -1.07684, 0.11013)  -0.68
O (-1.36542, -1.44492, 0.12827)  -0.82
C (-3.01132, 0.11370, 0.91481)  -0.24
C (-3.17386, 1.08562, 1.60268)  0.02
H (-0.57099, -0.44616, -0.98285)  0.46
H (-3.33037, -1.90764, 0.48958)  0.29
H (-3.04976, -0.88362, -0.92135)  0.33
H (-3.35478, 1.95905, 2.17146)  0.39

---

DFT (ωB97M-V/def2-TZVPD) results for C5H8O2 in the gas phase.

## Properties
**HOMO-LUMO gap**: 9.643 eV
**SMILES string**: C=C(O)CC(C)=O
**ΔE to the lowest compared entry with this formula, charge and spin**: 86.1 kJ/mol
**Net charge**: 0
**LUMO level**: 0.56 eV

Each line ends with the Mulliken charge.
Cartesian coordinates (Å):
C (1.81169, -0.23142, 0.75615)  -1.13
C (1.20063, 0.29448, -0.52302)  0.90
C (-0.12038, -0.33671, -0.96776)  -0.90
C (-1.21986, -0.01010, 0.01577)  0.56
O (-1.30431, -0.81009, 1.12707)  -0.54
C (-2.01070, 1.05346, -0.09615)  -0.91
O (1.70598, 1.18545, -1.16697)  -0.55
H (2.05412, -1.29603, 0.64713)  0.31
H (1.09787, -0.14110, 1.58216)  0.32
H (2.72150, 0.32612, 0.98369)  0.33
H (-0.36150, 0.06356, -1.95426)  0.30
H (-0.00016, -1.42688, -1.06053)  0.39
H (-0.91372, -1.67097, 0.93272)  0.36
H (-1.90503, 1.72917, -0.93694)  0.27
H (-2.75611, 1.27108, 0.66094)  0.29

---

DFT (ωB97M-V/def2-TZVPD) results for 7 unconnected molecules or ions with the total composition C28H35Cl10NO2 in a non-equilibrium geometry.

## Properties
**HOMO-LUMO gap**: 8.626 eV
**SMILES string**: O=C1c2ccccc2C(=O)c2ccccc21.CCCC#N.ClCCCl.ClCCCl.ClCCCl.ClCCCl.ClCCCl
**ΔE to the lowest compared entry with this formula, charge and spin**: 0.0 kJ/mol
**Net charge**: 0
**LUMO level**: -1.07 eV

Each line ends with the Mulliken charge.
Cartesian coordinates (Å):
Cl (-22.27013, -18.91090, -3.82958)  -0.20
C (-23.37627, -20.24890, -3.43023)  -0.53
C (-24.19183, -19.96041, -2.18724)  -0.07
Cl (-25.58880, -21.06683, -2.15814)  -0.23
H (-22.75613, -21.13975, -3.34193)  0.32
H (-23.99269, -20.43590, -4.30721)  0.35
H (-24.56189, -18.93960, -2.16372)  0.15
H (-23.59228, -20.11754, -1.29402)  0.23
Cl (-21.67151, -11.79315, 5.34280)  -0.19
C (-22.51314, -10.24943, 4.93366)  -0.28
C (-23.68649, -10.00577, 5.83150)  -0.72
Cl (-24.99891, -11.16910, 5.56960)  -0.12
H (-22.74722, -10.30374, 3.87603)  0.06
H (-21.76051, -9.48395, 5.11633)  0.49
H (-24.10339, -9.04120, 5.52591)  0.33
H (-23.42621, -9.90585, 6.88055)  0.40
Cl (-29.45153, -9.89808, 7.09886)  -0.16
C (-28.22082, -11.05636, 7.54151)  -0.17
C (-28.33522, -12.38843, 6.81147)  -0.61
Cl (-28.37964, -12.10909, 5.02365)  -0.13
H (-28.23392, -11.21946, 8.62081)  0.34
H (-27.22268, -10.64741, 7.37448)  0.07
H (-29.29014, -12.84881, 7.05307)  0.40
H (-27.53034, -13.08968, 6.99824)  0.28
Cl (-18.64324, -9.12714, 1.67735)  -0.21
C (-19.95167, -10.28924, 2.11699)  0.17
C (-21.20111, -9.87091, 1.34836)  0.02
Cl (-21.69850, -8.18943, 1.70524)  -0.19
H (-20.10153, -10.14853, 3.18355)  0.09
H (-19.60425, -11.28278, 1.86880)  -0.01
H (-22.05674, -10.45550, 1.67005)  -0.25
H (-21.01694, -9.98002, 0.28361)  0.44
Cl (-30.62744, -10.25032, 2.42019)  -0.19
C (-30.60415, -11.85274, 1.68346)  -0.55
C (-29.36113, -12.07569, 0.84135)  -0.20
Cl (-29.51768, -13.73479, 0.15244)  -0.19
H (-31.48774, -12.04668, 1.07340)  0.40
H (-30.69133, -12.60383, 2.46896)  0.30
H (-28.46023, -12.11140, 1.44844)  0.06
H (-29.26467, -11.32260, 0.06611)  0.40
C (-24.57935, -19.17001, 2.15945)  -0.49
C (-24.81634, -19.69656, 3.58356)  -0.59
C (-26.30526, -19.78791, 3.94353)  -0.54
C (-26.99363, -18.55592, 3.54150)  0.38
N (-27.57214, -17.63539, 3.17343)  -0.44
H (-23.57932, -18.76986, 2.01635)  0.25
H (-25.30963, -18.38636, 1.96446)  -0.04
H (-24.73920, -19.94026, 1.39936)  0.24
H (-24.33146, -18.94389, 4.21623)  0.30
H (-24.27996, -20.62421, 3.77558)  0.36
H (-26.55212, -20.08600, 4.95635)  0.37
H (-26.73745, -20.52093, 3.24825)  0.22
C (-19.49914, -14.92546, -0.71975)  -0.70
C (-20.01474, -16.08998, -1.28171)  -0.62
C (-21.30458, -16.49611, -0.97137)  -0.41
C (-22.07746, -15.76756, -0.07600)  0.45
C (-21.57785, -14.59138, 0.47346)  0.22
C (-20.26981, -14.21003, 0.18100)  -0.30
C (-22.34331, -13.77263, 1.45952)  -0.04
O (-21.87387, -12.77421, 1.94870)  -0.49
C (-23.76340, -14.20515, 1.70001)  0.17
C (-24.57468, -13.39819, 2.48390)  -0.24
C (-25.93816, -13.63490, 2.57363)  -0.46
C (-26.48328, -14.64802, 1.79956)  -0.65
C (-25.69728, -15.50444, 1.03505)  -0.90
C (-24.31579, -15.32652, 1.05312)  0.95
C (-23.49516, -16.18726, 0.14675)  0.14
O (-23.94448, -17.14029, -0.43925)  -0.64
H (-18.51395, -14.59831, -1.02240)  0.43
H (-19.41375, -16.69597, -1.94711)  0.42
H (-21.75441, -17.40774, -1.34365)  0.35
H (-19.85590, -13.31371, 0.62314)  0.37
H (-24.12142, -12.54876, 2.98144)  0.33
H (-26.62230, -13.03992, 3.16354)  0.07
H (-27.55192, -14.80703, 1.85225)  0.86
H (-26.17178, -16.29002, 0.46683)  0.58

---

DFT (ωB97M-V/def2-TZVPD) results for 2 unconnected molecules or ions with the total composition C6H6F5N in a non-equilibrium geometry.

## Properties
**HOMO-LUMO gap (spin up / spin down)**: 7.304 / 9.663 eV
**ΔE to the lowest compared entry with this formula, charge and spin**: 308.0 kJ/mol
**Net charge**: 0
**LUMO level (spin up / spin down)**: -1.45 / -1.00 eV

Each line ends with the Mulliken charge.
Cartesian coordinates (Å):
C (-0.92608, -1.17065, 1.52406)  0.13
C (0.77380, 0.48039, 1.11504)  -1.29
C (-0.25803, -0.99230, -0.84282)  -1.08
C (-0.26313, -0.46012, 0.58281)  0.80
C (-3.24562, 0.87944, -0.16727)  0.29
C (-3.05608, 2.37730, 0.06710)  0.81
N (-1.38489, -1.95625, 2.24842)  -0.48
F (-4.46708, 0.47897, 0.08808)  -0.19
F (-2.96072, 0.51602, -1.48248)  -0.23
F (-3.72767, 3.04006, -0.90094)  -0.25
F (-1.78598, 2.76943, -0.04190)  -0.22
F (-3.62168, 2.82518, 1.22802)  -0.24
H (1.79687, 0.29011, 0.88135)  0.36
H (0.62978, 0.54493, 2.13402)  0.41
H (0.54215, 1.48450, 0.75325)  0.26
H (-0.65718, -0.18625, -1.51569)  0.22
H (-0.78174, -2.08160, -0.84914)  0.30
H (0.69516, -1.22056, -1.24507)  0.41

---

| no. | energy (Eh) | M (g mol⁻¹) |
| --- | --- | --- |
| 1 | -998.5524 | 343.6 |
| 2 | -443.5957 | 141.2 |
| 3 | -345.7722 | 100.1 |
| 4 | -5895.1264 | 772.1 |
| 5 | -786.1698 | 187.1 |